[1]
Here is an isolated molecule of C6H9ClN4O2 from OMol25. Energies are from ωB97M-V/def2-TZVPD.

Values from the calculation:
orbital gap	8.762	eV
charge	0
SMILES	[H]/N=C(/C/C(N)=N\[H])[C@@H](Cl)C=C=[N+]([O-])O
energy above the lowest of the compared OMol25 structures with the same formula, charge and spin	151.0	kcal per mole
E_tot	-1063.4959	a.u.
HOMO level	-9.000	eV
molecular weight	204.62	u
multiplicity	1

Last column: Mulliken charge in e.
CARTESIAN COORDINATES (ANGSTROEM)
1 Cl 2.64 1.73 -0.75  -0.2168
2 O -2.63 0.44 1.23  -0.4393
3 O -2.30 1.85 -0.66  -0.6053
4 N -1.85 1.34 0.35  0.5673
5 N -1.18 -1.54 0.15  -0.7679
6 N -1.33 -0.41 -1.87  -0.3368
7 N 1.50 -1.56 1.08  -0.7367
8 C -0.65 1.31 0.73  0.6900
9 C 1.77 0.88 0.73  -0.0872
10 C 0.58 1.58 1.19  -0.9702
11 C 0.93 -0.81 -1.05  -0.2563
12 C 1.46 -0.54 0.33  0.1731
13 C -0.55 -0.96 -0.82  0.1316
14 H 1.88 -1.36 2.02  0.2069
15 H 1.42 -1.87 -1.41  0.3016
16 H -2.33 -0.51 -1.57  0.3320
17 H -2.46 -0.40 0.78  0.4769
18 H 1.19 0.01 -1.88  0.2557
19 H 2.58 0.73 1.56  0.3901
20 H -0.96 -0.47 -2.76  0.1914
21 H -0.49 -1.94 0.85  0.3441
22 H 0.78 2.50 1.78  0.3559

---

[2]
Here is a cluster of 2 separate species, C29H54B3NO11S in total from OMol25. Energies are from ωB97M-V/def2-TZVPD.

Values from the calculation:
orbital gap	8.912	eV
charge	0
SMILES	COCCCCCB1OB(CCOCCOc2ccc(C(C)(C)CC(C)(C)C)cc2)OB(C[C@H](O)CN)O1.O=S1(=O)OCCO1
E_tot	-2492.4006	a.u.
HOMO level	-8.440	eV
molecular weight	657.25	u
multiplicity	1

Last column: Mulliken charge in e.
CARTESIAN COORDINATES (ANGSTROEM)
1 S 6.13 -2.06 2.94  1.0958
2 O 6.37 -1.22 4.31  -0.3191
3 O -1.57 2.98 0.67  -0.3358
4 O -5.53 -0.31 -3.76  -0.5478
5 O -5.27 2.19 -0.57  -0.5210
6 O -4.09 0.62 7.09  -0.3802
7 O 7.36 -2.70 2.58  -0.5373
8 O 4.89 -2.76 3.05  -0.5530
9 O -5.96 2.56 1.84  -0.5611
10 O 2.17 2.71 0.93  -0.4511
11 O 5.91 -0.79 1.95  -0.2207
12 O -5.39 0.30 1.02  -0.1179
13 N -4.04 -3.13 -2.22  -0.6388
14 C -2.60 3.52 1.54  -0.0740
15 C 5.03 -0.31 -3.73  2.7050
16 C -5.40 -2.50 -2.45  -0.4668
17 C -6.42 -0.48 4.82  -0.4030
18 C 6.36 -2.28 -5.95  -1.4660
19 C 4.06 -0.06 -4.99  -1.4043
20 C 4.14 2.02 -2.52  -0.1911
21 C -0.32 3.08 1.44  -0.4229
22 C 3.03 0.53 -0.08  -0.2031
23 C -3.14 0.77 6.01  -0.5025
24 C -7.49 0.43 2.62  -0.6780
25 C 5.68 0.38 2.74  -0.2935
26 C -7.46 0.60 4.22  -0.5427
27 C 6.40 0.53 -4.02  -1.4626
28 C -6.31 -0.17 -1.42  -0.7059
29 C 6.49 0.17 4.01  -0.3358
30 C 4.05 -3.38 -5.17  -1.4640
31 C 0.82 2.11 0.86  -0.3018
32 C 2.88 2.07 -0.17  0.4014
33 C 5.43 -1.82 -3.44  -1.6533
34 C -6.39 -0.24 6.43  -0.5618
35 C 6.29 -4.14 -4.16  -1.2226
36 C 3.45 2.83 -1.39  -0.9239
37 C 5.50 -2.81 -4.70  1.8549
38 C -3.92 4.01 0.75  -0.6597
39 C -5.43 1.02 6.70  -0.3068
40 C -5.27 -0.88 -2.43  0.3135
41 C 3.75 -0.25 -1.24  -0.6159
42 C 4.32 0.45 -2.49  -0.0920
43 B -6.26 1.15 1.84  0.4391
44 B -5.63 0.81 -0.34  0.2659
45 B -5.11 2.89 0.70  0.5619
46 H -5.88 -2.89 -3.43  0.2881
47 H 3.79 -1.38 -1.11  0.1668
48 H -7.47 0.04 6.73  0.3273
49 H -5.36 -0.31 4.40  0.0755
50 H 0.62 1.91 -0.26  0.3544
51 H 4.77 -2.36 -2.65  0.2382
52 H 4.53 2.63 -3.41  0.2672
53 H -6.06 -2.90 -1.60  0.3032
54 H -2.93 -0.22 5.44  0.2337
55 H 4.57 -0.19 -6.01  0.2201
56 H -7.16 0.35 -2.01  0.2196
57 H 6.35 1.06 -5.03  0.2701
58 H -2.14 4.46 2.03  0.3580
59 H -6.06 -1.17 7.01  0.3322
60 H -0.05 4.18 1.47  0.2399
61 H 5.67 -1.88 -6.79  0.2848
62 H 2.60 -0.03 0.83  0.2272
63 H 6.65 1.26 -3.15  0.3443
64 H 3.13 -0.72 -4.86  0.2244
65 H 0.76 1.10 1.38  0.1262
66 H 4.61 0.43 2.96  0.2270
67 H -4.22 -4.14 -2.10  0.2408
68 H 6.34 -4.10 -3.02  0.3223
69 H 4.13 -4.36 -5.74  0.4353
70 H 3.34 3.97 -1.41  0.2969
71 H 6.13 0.77 4.84  0.3090
72 H -6.07 -0.95 -4.29  0.3265
73 H -3.67 4.36 -0.32  0.1919
74 H 3.66 1.02 -4.98  0.4370
75 H 7.55 0.38 3.84  0.2970
76 H 7.32 -0.17 -4.07  0.3477
77 H -8.49 0.78 2.17  0.3392
78 H -7.41 -0.70 2.41  0.1933
79 H 3.50 -3.62 -4.18  0.2942
80 H -7.26 1.67 4.57  0.2641
81 H -4.17 -0.65 -2.20  0.2627
82 H 3.46 -2.63 -5.79  0.2884
83 H -2.13 1.06 6.49  0.2512
84 H -3.49 -2.96 -3.08  0.2163
85 H -0.59 2.69 2.50  0.2214
86 H -2.92 2.81 2.38  0.0603
87 H 7.22 -1.58 -5.69  0.1424
88 H -5.86 1.64 7.58  0.2472
89 H 7.37 -4.18 -4.57  0.3233
90 H 5.74 -5.08 -4.53  0.2771
91 H 6.49 -1.81 -2.98  0.2427
92 H -3.39 1.59 5.26  0.1739
93 H -6.82 -1.02 -0.82  0.1779
94 H 6.85 -3.22 -6.42  0.4791
95 H -6.70 -1.56 4.57  0.3816
96 H -5.47 1.70 5.79  0.1755
97 H -8.50 0.28 4.61  0.3287
98 H 5.98 1.27 2.20  0.3276
99 H -4.39 4.93 1.26  0.2994

---

[3]
Here is a structure of composition C17H23N5OPtSe from OMol25. Energies are from ωB97M-V/def2-TZVPD.

Values from the calculation:
orbital gap (alpha / beta)	7.294 / 8.147	eV
charge	+2
⟨S²⟩	2.0047
energy above the lowest of the compared OMol25 structures with the same formula, charge and spin	0.4	kcal per mole
E_tot	-3530.7794	a.u.
HOMO level (alpha / beta)	-14.636 / -15.482	eV
molecular weight	587.44	u
multiplicity	3

Last column: Mulliken charge in e.
CARTESIAN COORDINATES (ANGSTROEM)
1 Pt -0.75 0.17 -0.05  1.6182
2 Se -0.24 2.36 -3.62  0.3792
3 O -0.04 -0.92 1.77  -0.7780
4 N 0.81 -0.64 -1.52  -0.4287
5 N -2.21 -1.44 -0.41  -0.5779
6 N -0.34 1.22 -2.25  -0.4209
7 N -2.11 1.64 0.82  -0.7876
8 N 1.15 1.59 -4.34  -0.6998
9 C 1.13 -0.98 2.18  0.9896
10 C -3.47 -1.04 -1.12  -0.5645
11 C 0.64 0.36 -2.44  0.7645
12 C 2.15 0.03 1.82  0.6088
13 C 3.47 -0.12 2.24  -0.6025
14 C 1.49 -2.12 3.07  -1.5918
15 C 4.07 1.92 1.11  -0.4879
16 C 1.80 -1.46 -1.73  -0.2554
17 C 1.46 0.55 -3.58  0.5289
18 C 2.54 -0.37 -3.78  -0.4641
19 C 1.82 1.15 1.05  0.2309
20 C -4.19 0.27 0.98  -0.5160
21 C 4.42 0.83 1.89  -0.8453
22 C -4.57 -0.71 -0.13  -0.8669
23 C 2.75 2.09 0.69  -0.9018
24 C 2.69 -1.36 -2.86  -0.7219
25 C -3.57 1.58 0.50  -0.6896
26 H -1.71 -2.14 -0.95  0.3471
27 H 1.95 -2.25 -1.01  0.5098
28 H -2.00 1.62 1.83  0.2970
29 H -5.08 0.48 1.56  0.3985
30 H 3.20 -0.28 -4.63  0.5029
31 H 2.34 -2.67 2.67  0.4541
32 H 1.78 -1.75 4.06  0.4369
33 H 3.76 -0.96 2.85  0.4036
34 H 4.82 2.66 0.85  0.4309
35 H -3.49 -0.21 1.69  0.2818
36 H -4.93 -1.64 0.33  0.3881
37 H -1.74 2.54 0.52  0.3748
38 H -3.23 -0.19 -1.75  0.2069
39 H -4.05 2.43 0.97  0.3704
40 H 0.64 -2.79 3.18  0.3533
41 H -2.43 -1.88 0.48  0.2586
42 H 2.47 2.96 0.11  0.4684
43 H 0.77 1.29 0.77  0.4979
44 H -3.80 -1.85 -1.77  0.4446
45 H 3.48 -2.09 -2.95  0.4304
46 H -5.41 -0.31 -0.70  0.3625
47 H 5.45 0.71 2.23  0.4361
48 H -3.68 1.70 -0.58  0.4257

---

- What is the formula in the second record?
  C29H54B3NO11S

---

- Among the records above, which one has the highest multiplicity?
  C17H23N5OPtSe

---

- Number 3 is which compound?
  C17H23N5OPtSe